A molecular structure, C41H46B2BeBr2CaClF5LiN3O17P2S in a non-equilibrium geometry, computed with the ωB97M-V functional and the def2-TZVPD basis.

Atoms and positions in Å:
1 Br -5.96057 0.37193 0.61280
2 Br 5.07055 -0.93462 2.94648
3 Ca -0.15504 -1.36343 1.21344
4 Cl 4.72670 -0.46848 -2.56135
5 S -3.60243 1.62198 2.14489
6 P -3.43786 -5.20990 -0.36756
7 P 2.96762 0.38572 -2.08932
8 F 3.49751 4.20958 -1.21763
9 F 5.29774 5.63787 -1.03443
10 F 5.42876 3.00835 -6.53475
11 F 4.27872 5.36210 -3.07686
12 F 5.52705 3.66259 -2.17878
13 O 7.31308 2.98854 -9.17182
14 O 5.44236 7.30689 4.27068
15 O 2.72889 -2.85171 -2.14666
16 O -1.91472 -4.26959 2.76860
17 O 5.08748 3.34208 0.95385
18 O 3.33278 -0.71665 -5.35736
19 O 5.74859 6.06788 6.10594
20 O 2.53751 3.37402 5.39813
21 O -4.34908 -4.14073 0.11320
22 O 5.24214 1.11823 1.27422
23 O 0.39564 1.94073 3.19176
24 O 2.11507 3.40152 3.24134
25 O 4.46138 1.21234 -5.55687
26 O -5.95079 1.95617 3.53503
27 O 1.79806 -4.39439 1.93423
28 O 1.80307 -0.32406 -3.01742
29 O 4.25343 -0.12934 -7.31897
30 N -0.79756 -6.30459 2.14491
31 N -6.27285 -0.07189 4.27652
32 N -5.11477 -0.05080 3.55269
33 C -4.24878 -0.46979 -2.85497
34 C -2.54963 -4.00046 -3.12120
35 C 1.57291 2.07270 3.22716
36 C 2.63808 -0.28249 -0.37288
37 C -8.85556 -3.24583 4.12054
38 C 1.96076 -2.59241 -1.26842
39 C -1.81771 -4.46396 -0.73367
40 C -7.74079 -3.06204 3.31519
41 C -3.83682 1.78203 0.30185
42 C 2.49730 0.06681 2.03307
43 C 0.61458 -3.26620 -1.14495
44 C -8.89881 -5.57797 3.53810
45 C 2.21598 -1.59631 -0.15935
46 C 3.16142 1.97086 0.53348
47 C 0.30158 -3.78252 0.11406
48 C -3.13205 -1.48852 -3.17874
49 C 4.89258 1.07485 -7.79280
50 C -0.26977 -3.34290 -2.21309
51 C -1.51694 -3.93746 -2.00473
52 C 3.96030 0.05449 -6.02331
53 C 5.42893 1.66746 -6.51087
54 C -3.60063 -2.89981 -2.84613
55 C 5.42078 7.15799 5.48857
56 C -7.20741 -4.13671 2.61516
57 C -3.61667 0.66344 -2.02194
58 C 1.40258 -3.56259 1.17590
59 C 4.96969 8.33894 6.34520
60 C 2.08316 -1.24676 2.28366
61 C -6.72662 1.13452 4.23676
62 C 2.95350 3.64574 4.24452
63 C -3.71459 0.39443 -0.49776
64 C -7.78810 -5.39313 2.72599
65 C 2.56643 0.93780 3.28771
66 C 4.62230 2.10399 0.96451
67 C 6.72051 4.13314 -9.49195
68 C -4.95068 1.14517 3.10595
69 C 4.28312 4.24277 3.93391
70 C 2.76068 0.54550 0.74148
71 C 1.93263 -2.10058 1.13769
72 C -0.92775 -4.40876 0.34654
73 C -9.43418 -4.50292 4.23361
74 B 4.67476 4.73886 -1.90297
75 B -1.25381 -4.99438 1.81054
76 Be 3.45478 4.60833 6.28470
77 Li -1.64710 -0.08082 -1.43169
78 H -4.78384 2.24797 0.11225
79 H 5.67187 0.85321 -8.51495
80 H -3.90406 -5.83436 -1.53385
81 H -1.53341 -6.97548 2.32947
82 H -9.27391 -2.40716 4.66242
83 H 5.62769 9.18857 6.17071
84 H -6.33860 -3.99341 1.98359
85 H 3.10576 2.29206 -0.50677
86 H -4.65772 -0.32482 -0.27845
87 H -2.57937 0.85698 -2.31008
88 H -3.25444 -6.15295 0.65774
89 H -2.88709 -1.43774 -4.23997
90 H 0.01223 -2.94267 -3.17770
91 H 2.52406 2.65944 1.08476
92 H 3.58936 1.26948 3.42826
93 H 4.79698 3.57780 3.23368
94 H -4.81755 -0.08339 -3.69442
95 H -3.02966 2.45548 -0.01925
96 H 4.19931 5.24590 3.49968
97 H 2.22664 0.32823 4.11860
98 H -4.49027 -3.05999 -3.45632
99 H -7.37429 -6.23146 2.17851
100 H -2.08269 -3.74018 -4.06931
101 H -4.16993 1.57472 -2.24053
102 H 3.95443 8.62524 6.06820
103 H 2.25559 -0.99326 -3.56809
104 H 7.31603 4.82792 -10.12528
105 H 6.45850 4.78048 -8.61151
106 H 4.98942 8.09227 7.40530
107 H -7.28707 -2.08482 3.23252
108 H -4.96347 -1.01102 -2.23585
109 H 4.14735 1.71924 -8.25848
110 H -7.63978 1.42183 4.72435
111 H -2.25855 -1.18729 -2.60751
112 H -0.19264 -6.68469 1.42891
113 H -3.92043 -2.96129 -1.80548
114 H -3.00747 -4.98121 -3.16975
115 H -9.34758 -6.55907 3.62876
116 H 5.74089 4.04717 -10.01919
117 H 6.41819 1.31252 -6.22220
118 H -2.14809 -3.40648 2.41611
119 H -2.74707 -0.09869 -0.08164
120 H 1.85265 -1.61478 3.27539
121 H 4.34747 3.94614 0.77580
122 H -10.30271 -4.64531 4.86397
123 H 4.90382 4.30605 4.84428

The value obtained for the gap between HOMO and LUMO is 0.9 eV. For the HOMO energy, the calculation gives -5.7 eV.

A molecular structure, C41H46Br3N9O4 in a non-equilibrium geometry, computed with the ωB97M-V functional and the def2-TZVPD basis.

Atoms and positions in Å:
1 Br -1.55187 -3.55281 4.58595
2 Br 0.40174 -5.56998 2.97138
3 Br -2.33189 -6.70284 3.99450
4 O 3.60484 0.60644 -2.91681
5 O -6.64379 -0.20561 7.07538
6 O 3.28293 -1.30225 -2.02976
7 O -6.09762 -0.39714 5.06445
8 N -1.47477 -0.64707 -4.40575
9 N -5.74623 -0.32243 6.23273
10 N 0.42563 -1.36505 1.50875
11 N -2.87552 -1.65266 0.65218
12 N -0.67839 -2.93696 -2.12869
13 N 5.18105 1.86270 -0.73504
14 N 3.29265 -0.58974 -2.98972
15 N 3.02180 3.66548 -2.78807
16 N 1.28008 5.92357 0.62277
17 C 2.75647 -1.16558 -4.28921
18 C -2.61177 -0.39851 -2.47375
19 C 0.97653 -0.36343 0.77077
20 C -1.55682 -0.31028 7.18197
21 C -1.46189 -5.08830 3.27734
22 C -3.32193 -0.04406 5.52608
23 C -3.40978 -2.88876 0.77202
24 C -1.30307 -4.12700 -2.24042
25 C -4.87792 -1.46753 1.74515
26 C -0.49173 -0.82098 2.35944
27 C 4.63077 2.84659 1.14642
28 C 1.72029 3.46118 -2.31132
29 C 5.44440 3.73563 0.45015
30 C -0.61647 -5.03014 -1.43660
31 C 5.85102 3.04317 -0.71335
32 C 1.96499 -2.33989 -4.27214
33 C -0.57178 0.51011 2.11254
34 C 1.90593 -2.30210 -6.71071
35 C 0.31855 6.56608 1.35366
36 C 1.61851 -2.88322 -5.50962
37 C -1.98839 -0.01732 5.86401
38 C -3.72547 -0.76413 1.23284
39 C 3.12762 -0.58047 -5.51533
40 C 0.45511 4.47726 2.13058
41 C 0.49784 -4.37395 -0.94052
42 C -0.61574 0.02777 -3.55959
43 C -4.32028 -0.28137 6.56222
44 C -3.85641 -0.62826 7.87132
45 C -0.19900 5.70879 2.28441
46 C 2.93129 3.54037 -4.22456
47 C -2.45574 -0.63376 8.16314
48 C 1.65143 3.35809 -4.61882
49 C 1.41893 4.68686 1.13626
50 C 4.42212 1.68346 0.40652
51 C -4.59760 -2.80867 1.44487
52 C -2.66062 -0.87374 -3.79364
53 C 0.35326 0.84422 1.10905
54 C -1.36196 0.25704 -2.37024
55 C 0.42728 -3.07396 -1.34532
56 C 2.66903 -1.12076 -6.74400
57 C 0.84474 3.30383 -3.43613
58 H -1.08133 -1.47962 2.97989
59 H -1.31222 0.37164 5.11707
60 H -0.04389 7.55210 1.10304
61 H 1.59464 3.46497 -1.23866
62 H 0.34065 0.31481 -3.97106
63 H -1.32206 1.16820 2.52534
64 H -0.49938 -0.28760 7.40036
65 H -3.36758 -1.39002 -4.42614
66 H 1.77759 6.27396 -0.18334
67 H -3.71926 0.05333 4.52655
68 H -3.31566 -0.52140 -1.66391
69 H 0.33097 3.52935 2.63304
70 H 0.71362 1.83431 0.87186
71 H -2.15993 -0.76344 9.19371
72 H 0.75195 -2.32085 1.51626
73 H -5.24987 -3.65382 1.60819
74 H -1.29398 -0.81640 -5.38491
75 H 3.78063 3.57841 -4.89057
76 H -0.21226 3.08460 -3.46921
77 H 1.13211 -3.83946 -5.63388
78 H 2.85737 -0.64066 -7.69291
79 H 1.78135 -0.61659 0.09656
80 H 3.89845 0.75672 0.58903
81 H 2.18054 4.02127 0.75764
82 H -1.95686 -1.42711 0.29823
83 H -0.97549 0.81770 -1.53196
84 H 1.79644 -2.80156 -3.31045
85 H 1.69832 -2.82785 -7.63097
86 H 5.14906 1.23440 -1.52518
87 H 3.87832 3.78636 -2.26666
88 H 3.61279 0.38441 -5.51831
89 H -2.25315 -4.18712 -2.75045
90 H 1.14260 -4.73320 -0.15209
91 H -5.75174 -1.15680 2.29859
92 H -1.92967 -4.88973 2.31306
93 H 6.52748 3.30120 -1.51475
94 H 4.15174 3.18188 2.05445
95 H -0.94212 -6.02636 -1.17602
96 H -3.44102 0.26648 1.38558
97 H 1.22683 3.20994 -5.60074
98 H -1.01376 -2.06238 -2.50650
99 H -4.54399 -0.82026 8.68174
100 H 5.73797 4.72020 0.78308
101 H -0.97186 5.84180 3.02698
102 H -2.86733 -3.72834 0.36307
103 H 1.09032 -2.23490 -1.19445

The value obtained for the gap between HOMO and LUMO (spin up / spin down) is 1.5 / 5.0 eV. For the HOMO energy (spin up / spin down), the calculation gives -1.2 / -4.7 eV. Its multiplicity is 2. As for the charge: -1. Its expectation value of S² is 0.7693.

A molecular structure, C41H46ClFGaO2S in a non-equilibrium geometry, computed with the ωB97M-V functional and the def2-TZVPD basis.

Atoms and positions in Å:
1 Ga -0.34637 -0.52564 -0.01531
2 Cl 2.51133 1.59593 -2.02472
3 S -0.65342 -0.32774 2.30304
4 F -2.20888 -0.49687 2.81851
5 O 0.16214 -1.33905 2.94659
6 O -0.21958 0.97239 2.76070
7 C -3.33861 -3.95930 7.41343
8 C -4.17092 -4.13292 -0.55927
9 C -3.35887 -3.91547 1.63887
10 C -5.93394 4.86068 -0.06701
11 C -5.58907 -5.08605 1.29903
12 C -4.21440 -1.39532 6.80599
13 C -2.77393 -3.26518 6.35121
14 C -3.07240 -3.47825 -1.04670
15 C -0.84590 -2.34219 -0.79983
16 C -3.74167 4.33118 0.76740
17 C 1.84977 6.88988 -3.82364
18 C 6.47447 1.97434 -3.67286
19 C -4.00813 6.01489 -0.92880
20 C 2.51360 -5.31431 0.19116
21 C 1.74946 5.61388 -3.28417
22 C 8.64966 1.96460 -2.64691
23 C -3.21031 -1.98265 6.04782
24 C -5.38130 5.80942 -0.91686
25 C -4.34637 -3.37354 8.16832
26 C 4.22837 6.60963 -4.03981
27 C 3.86229 -5.19451 -0.11533
28 C -3.18803 5.27356 -0.08849
29 C 2.88833 4.83646 -3.11654
30 C 2.32852 -7.15568 -1.34503
31 C 6.67350 1.87287 -1.27864
32 C -4.34698 -4.37106 0.79882
33 C 4.44439 -6.05613 -1.03553
34 C 5.88214 1.90602 -2.41893
35 C 7.85842 2.00136 -3.78731
36 C -1.24754 1.07942 -0.89840
37 C 1.74583 -6.29173 -0.42727
38 C 3.67875 -7.03953 -1.64759
39 C -0.17102 2.08763 -1.38482
40 C 8.05729 1.90489 -1.39236
41 C -2.23859 -3.27027 1.14764
42 C 0.76625 1.48829 -2.47360
43 C 3.08942 7.38703 -4.20371
44 C -5.11396 4.12305 0.77681
45 C -4.78542 -2.09218 7.86304
46 C 4.12876 5.33689 -3.49240
47 C -2.05867 -3.02406 -0.19700
48 H -2.76778 -1.44151 5.22020
49 H -0.62898 3.02220 -1.75109
50 H -6.02129 6.38871 -1.57147
51 H 0.47459 0.44109 -2.60230
52 H 6.21088 1.82168 -0.30093
53 H -5.58289 -6.09715 0.86352
54 H 1.22442 -0.34764 -0.25918
55 H -1.99173 -3.72290 5.75833
56 H 4.45913 -4.42842 0.36331
57 H -3.42461 -4.06189 2.71800
58 H 3.16771 8.38097 -4.62768
59 H -1.03692 -2.21295 -1.87469
60 H 0.63658 1.98308 -3.44080
61 H 8.67434 1.88247 -0.50247
62 H -2.99373 -4.95797 7.65252
63 H -1.48596 -2.96732 1.87510
64 H 0.00213 -3.03628 -0.69624
65 H -2.98082 -3.33417 -2.12246
66 H 5.19537 6.99654 -4.33841
67 H -7.00454 4.69629 -0.06161
68 H -5.54442 3.38507 1.44194
69 H -6.51126 -4.58088 0.99440
70 H 0.69204 -6.37965 -0.19298
71 H 0.49184 2.39088 -0.56339
72 H 5.49640 -5.96104 -1.27574
73 H 4.13411 -7.71480 -2.36192
74 H 5.85608 2.00549 -4.56172
75 H -4.78954 -3.91609 8.99484
76 H -5.53502 -5.22972 2.38429
77 H -3.57633 6.75321 -1.59347
78 H 5.01831 4.73275 -3.35851
79 H -2.11656 5.43021 -0.09988
80 H -5.57335 -1.63570 8.45016
81 H 0.78160 5.22350 -2.99230
82 H -4.95151 -4.50870 -1.22568
83 H -4.55224 -0.39362 6.57150
84 H 8.32030 2.05102 -4.76599
85 H 2.05973 -4.64431 0.91097
86 H -3.10213 3.75732 1.42672
87 H 1.72969 -7.92000 -1.82520
88 H 9.72921 1.98309 -2.73590
89 H -1.84822 1.64919 -0.17204
90 H -1.88579 0.79680 -1.74812
91 H 0.96127 7.49700 -3.94883
92 H 2.80908 3.83968 -2.69289
93 H 4.80240 1.87984 -2.33147

The value obtained for the gap between HOMO and LUMO is 7.9 eV. For the HOMO energy, the calculation gives -5.5 eV. As for the charge: -1.

A molecular structure, C41H46LuN6P2S2 in a non-equilibrium geometry, computed with the ωB97M-V functional and the def2-TZVPD basis.

Atoms and positions in Å:
1 Lu 0.00931 -0.05565 0.41101
2 S 1.31798 4.74061 0.91093
3 S -6.26477 -0.84604 -4.09887
4 P -2.20131 -1.34946 -0.58962
5 P -2.23188 1.49515 -0.32528
6 N 0.52649 -2.46565 0.99290
7 N -0.09497 -0.01835 2.86695
8 N 4.23336 1.10154 0.12375
9 N 2.31021 0.07350 -0.17602
10 N -2.94846 0.10946 -0.99967
11 N 0.85336 2.25425 0.86747
12 C -4.19851 -4.57802 0.88872
13 C -1.70992 -2.18967 -2.10007
14 C -5.15214 3.07632 1.96413
15 C 0.09547 -2.68028 -3.65031
16 C 2.58160 3.71606 0.41321
17 C -0.81854 -3.29570 -4.49657
18 C -0.81839 1.45356 -2.68904
19 C -2.16629 -3.36163 -4.15349
20 C 5.72486 -2.18572 -0.76507
21 C -5.20122 -2.59594 1.82829
22 C 0.47056 -2.36312 3.47661
23 C -0.23730 -2.84594 2.22164
24 C -4.02440 2.39782 1.52519
25 C -4.32787 -1.80258 1.09800
26 C -0.35722 -2.13318 -2.45977
27 C -7.34798 -2.19491 -3.56435
28 C -1.18586 3.66581 -1.80321
29 C -4.00031 0.20923 -2.05057
30 C -3.39835 -2.39709 0.24094
31 C 2.90735 1.21978 0.12223
32 C 0.30640 3.41020 1.14419
33 C -5.83576 3.90710 1.08418
34 C 5.77784 -0.86132 -0.38616
35 C -2.61386 -2.81920 -2.95717
36 C -0.41658 4.19752 -2.82980
37 C 0.96111 -0.93070 3.41835
38 C 2.16136 2.43256 0.44885
39 C -6.43042 0.25586 -2.66521
40 C -4.26520 3.38946 -0.67070
41 C -5.39312 4.06443 -0.22637
42 C 0.16260 3.35848 -3.78207
43 C 3.29580 -2.18507 -0.82829
44 C -5.13618 -3.98158 1.72247
45 C 4.49955 -2.83777 -0.99281
46 C -1.39643 2.28607 -1.72748
47 C 3.34039 -0.85140 -0.42012
48 C -5.42077 0.00199 -1.54740
49 C -3.58425 2.54168 0.20413
50 C -3.32420 -3.79026 0.14859
51 C -0.03813 1.98778 -3.71143
52 C 4.55605 -0.21546 -0.22946
53 H -3.93152 3.52066 -1.69497
54 H -0.36216 -3.92171 2.27493
55 H -0.71234 3.52141 1.50261
56 H -0.21470 -2.48757 4.31705
57 H 1.49385 -2.75573 1.09929
58 H 4.50855 -3.87042 -1.31807
59 H -8.35627 -1.82262 -3.39001
60 H -3.78210 -0.51285 -2.83088
61 H 4.89171 1.82906 0.35816
62 H 0.74821 3.77983 -4.59154
63 H -5.60885 0.68305 -0.70992
64 H -1.65436 4.33289 -1.08731
65 H 6.64793 -2.73459 -0.90612
66 H -4.15389 -5.65814 0.80637
67 H -2.87389 -3.83462 -4.82543
68 H -0.47682 -3.72918 -5.43036
69 H -6.97538 -2.69624 -2.67101
70 H 0.38098 1.33554 -4.46972
71 H -2.60525 -4.26369 -0.51159
72 H -7.44609 0.14146 -2.28725
73 H -0.97575 -0.22362 3.32690
74 H 1.33194 -2.99804 3.69254
75 H 3.54532 4.10810 0.10588
76 H 0.36812 -1.65670 -1.81120
77 H -0.28169 5.27186 -2.90174
78 H -3.91362 1.18993 -2.52292
79 H -1.01993 0.38785 -2.68475
80 H -5.49546 2.96304 2.98652
81 H -3.49120 1.74418 2.20935
82 H 6.72261 -0.35341 -0.22812
83 H 1.84213 -0.84138 2.78288
84 H 1.14607 -2.63294 -3.91949
85 H 1.25530 -0.60914 4.41232
86 H 2.35953 -2.68234 -1.05120
87 H -5.82526 -4.59915 2.28846
88 H 0.17770 -3.03066 0.22438
89 H 0.12534 0.92849 3.15312
90 H -5.55001 -1.01730 -1.17422
91 H -5.93993 -2.13587 2.47434
92 H -6.33858 1.27923 -3.03896
93 H -3.66779 -2.87786 -2.69976
94 H -1.23912 -2.42302 2.13919
95 H -6.71505 4.44312 1.42332
96 H -4.39459 -0.72043 1.16472
97 H -7.38250 -2.91276 -4.38316
98 H -5.92864 4.71903 -0.90532

The value obtained for the gap between HOMO and LUMO is 6.5 eV. For the HOMO energy, the calculation gives -14.2 eV. The energy relative to the best compared isomer or geometry (same formula, charge and spin) is 0.0 kJ/mol. As for the charge: +3.